# 1
Here is C50H41BrIN6O2SSiTa as an isolated structure from OMol25. Energies are from the ωB97M-V functional and the def2-TZVPD basis.

The geometry in ORCA input format:
```
! wB97M-V def2-TZVPD RIJCOSX def2/J DEFGRID3
* xyz 0 1
Ta 0.0395 -0.6253 -0.9805
N -3.2811 -1.2135 -4.2763
C -2.4735 -1.1942 -3.1919
S -0.8131 -0.9370 -3.5286
N -3.0645 -1.4198 -2.0490
N -2.3941 -1.4758 -0.9065
C -3.0828 -1.6208 0.1863
C -4.5647 -1.6656 0.1800
C -5.2248 -2.8058 0.6301
C -6.6067 -2.8584 0.6256
C -7.3409 -1.7733 0.1776
C -6.6894 -0.6378 -0.2742
C -5.3063 -0.5846 -0.2854
C -2.4056 -1.7273 1.4673
C -3.1255 -1.5564 2.6589
C -2.4542 -1.5838 3.8661
C -1.0838 -1.7957 3.8613
C -0.4585 -1.9823 2.6395
N -1.0834 -1.9457 1.4758
H -2.9305 -0.8968 -5.1627
H -4.2709 -1.3145 -4.1359
H -4.6459 -3.6469 0.9852
H -7.1123 -3.7519 0.9599
H -8.4197 -1.8143 0.1822
H -7.2655 0.2024 -0.6334
H -4.7889 0.2994 -0.6259
H -4.1887 -1.3692 2.6213
H -2.9931 -1.4299 4.7903
H -0.5060 -1.8028 4.7702
H 0.6010 -2.1673 2.5937
C -0.6311 0.5290 0.6955
C -1.1542 1.3491 1.4198
C -1.7537 2.3461 2.2265
C -1.3385 3.6728 2.0989
C -1.9339 4.6634 2.8543
C -2.9615 4.3453 3.7290
C -3.3912 3.0324 3.8471
C -2.7857 2.0326 3.1106
H -0.5491 3.9097 1.4006
H -1.5990 5.6871 2.7545
H -3.4275 5.1199 4.3190
H -4.2077 2.7855 4.5118
H -3.1009 1.0044 3.2078
C 0.3921 -2.8856 -1.2544
H 0.0781 -3.1875 -2.2538
H -0.1546 -3.5307 -0.5673
H 1.4438 -3.1549 -1.1749
C 4.1705 -4.4962 2.6288
C 2.9015 -4.5251 2.0785
C 2.3827 -3.3969 1.4683
C 3.1177 -2.2175 1.3893
C 4.4019 -2.2169 1.9355
C 4.9272 -3.3390 2.5493
Si 2.4187 -0.5816 0.6311
C 2.0992 0.4508 2.2206
C 2.1544 -0.0876 3.5036
C 1.9497 0.6973 4.6249
C 1.7373 2.0570 4.4926
C 1.7011 2.6161 3.2262
C 1.8497 1.8175 2.1087
C 4.0753 0.1424 -0.0408
C 4.7721 -0.5019 -1.0619
C 6.0232 -0.0704 -1.4654
C 6.6291 0.9992 -0.8275
C 5.9666 1.6378 0.2061
C 4.7003 1.2231 0.5791
H 4.5746 -5.3765 3.1057
H 2.3098 -5.4288 2.1174
H 1.3919 -3.4333 1.0466
H 4.9965 -1.3175 1.8830
H 5.9297 -3.3176 2.9539
H 2.3905 -1.1329 3.6370
H 1.9832 0.2532 5.6100
H 1.6171 2.6798 5.3686
H 1.5689 3.6825 3.1174
H 1.7967 2.2677 1.1263
H 4.3400 -1.3718 -1.5344
H 6.5380 -0.5782 -2.2692
H 7.6136 1.3271 -1.1291
H 6.4405 2.4535 0.7340
H 4.2004 1.7327 1.3892
I 5.0774 -1.8192 -5.9541
C 3.7095 -0.9762 -4.6250
C 3.4945 0.3688 -4.4093
N 2.5674 0.4488 -3.4467
N 2.1679 -0.7531 -3.0347
C 2.8505 -1.6366 -3.7415
H 3.9309 1.2271 -4.8747
H 2.1063 1.2685 -3.0552
H 2.7214 -2.6904 -3.6090
Br -4.1513 5.0757 -4.7214
C -2.5867 3.9815 -4.7220
C -1.9040 3.7808 -5.9112
C -0.7612 2.9999 -5.9086
C -0.3186 2.4213 -4.7317
C -1.0231 2.6111 -3.5485
C -2.1729 3.3911 -3.5429
C -0.6625 1.8020 -2.3352
O -1.5881 1.2972 -1.6867
O 0.5553 1.5782 -2.0731
H -2.2716 4.2203 -6.8253
H -0.2304 2.8281 -6.8341
H 0.5534 1.7864 -4.7352
H -2.7283 3.5180 -2.6266
*
```

Here are the Mulliken charges for atoms 1 to 8, given in e: Ta 1.1793; N -0.4471; C 0.6634; S -0.4833; N -1.5346; N 0.9850; C 0.3335; C -0.6057

***

# 2
Here is C5H18CuNO as an isolated structure from OMol25. Energies are from the ωB97M-V functional and the def2-TZVPD basis.

The geometry in ORCA input format:
```
! wB97M-V def2-TZVPD RIJCOSX def2/J DEFGRID3
* xyz -1 2
C 2.2387 -0.3960 -1.0492
Cu 1.2761 0.9295 -0.1048
N 0.6854 2.5998 1.1731
H 2.6682 1.6056 -0.1585
H 0.1103 3.1876 0.5401
H 2.7643 0.7126 0.6817
H 3.2902 -0.2280 -1.2224
H 1.7573 -0.5167 -2.0286
H 2.0898 -1.3715 -0.6083
H 0.0099 2.1960 1.8689
H 1.4031 3.1607 1.6487
C -1.0656 -1.5868 -1.6332
C -1.0047 -0.1026 -1.2678
O -0.4052 0.0932 -0.0055
C -0.5654 -0.7311 1.1153
C -2.0131 -0.5740 1.6103
H -0.0430 -2.0251 -1.7175
H -1.4882 -1.6678 -2.6496
H -1.7270 -2.1758 -0.9464
H -0.3892 0.4524 -2.0418
H -2.0414 0.2669 -1.0991
H -0.5262 -1.7550 0.6942
H 0.2101 -0.4851 1.9078
H -2.7874 -0.8542 0.8411
H -2.2235 -1.2005 2.5027
H -2.2236 0.4657 1.9490
*
```

## Properties
<S²>   0.8877

Here are the Mulliken charges for atoms 1 to 8, given in e: C -1.3313; Cu -1.4339; N -0.2189; H 0.1534; H 0.3220; H -0.0859; H 0.5090; H 0.1987

***

# 3
Here is a 2-piece molecular cluster, C2H7FO2Si overall from OMol25. Energies are from the ωB97M-V functional and the def2-TZVPD basis.

The geometry in ORCA input format:
```
! wB97M-V def2-TZVPD RIJCOSX def2/J DEFGRID3
* xyz 0 1
C -1.6160 0.4784 0.1153
C 1.1681 -1.4988 -0.2053
O 1.5769 0.8648 1.5168
O -2.8067 1.1253 -0.5778
F 1.8704 1.2392 -0.9248
Si 0.9633 0.4172 0.0635
H -1.5289 0.8506 1.1504
H -3.0619 2.0058 -0.3678
H -1.7120 -0.6489 0.0830
H 0.3043 -2.0228 -0.5363
H 2.0362 -1.7209 -0.7492
H 1.3196 -2.0172 0.7020
H 1.6183 0.1818 2.1945
*
```

Here are the Mulliken charges for atoms 1 to 8, given in e: C -0.4520; C -1.1929; O -0.4493; O -0.5220; F -0.2384; Si 0.6601; H 0.2800; H 0.3000

***

# 4
Here is one molecule with the formula C5H8O from OMol25. Energies are from the ωB97M-V functional and the def2-TZVPD basis.

The geometry in ORCA input format:
```
! wB97M-V def2-TZVPD RIJCOSX def2/J DEFGRID3
* xyz 0 1
C -1.6510 -0.3146 -0.3034
C -1.2542 1.1338 -0.2604
C -0.4366 0.1087 0.4710
C 0.9138 -0.2621 -0.0613
C 2.4902 -0.7482 0.8214
O 1.3662 -1.5004 0.4498
H -1.4960 -0.8569 -1.2330
H -2.5238 -0.6320 0.2590
H -1.8537 1.8207 0.3292
H -0.8368 1.5708 -1.1650
H -0.4960 0.0841 1.5560
H 1.0143 -0.2117 -1.1508
H 3.1176 -0.7081 -0.1154
H 1.6460 0.5158 0.4029
*
```

Here are the Mulliken charges for atoms 1 to 8, given in e: C -0.5724; C -0.5648; C -0.1143; C -0.2005; C -0.4515; O -0.2735; H 0.2305; H 0.2516

***

# 5
Here is a 5-piece molecular cluster, C2H14N2O4 overall from OMol25. Energies are from the ωB97M-V functional and the def2-TZVPD basis.

The geometry in ORCA input format:
```
! wB97M-V def2-TZVPD RIJCOSX def2/J DEFGRID3
* xyz 0 1
C -2.1304 0.8039 -0.6273
N -1.3491 -0.7600 2.0644
C -0.5810 -0.3237 0.9751
N -0.8413 0.2494 -0.1199
H -2.2042 1.8072 -0.2377
H -3.0567 0.2125 -0.4334
H -1.9694 1.0805 -1.6731
H -2.2977 -0.4630 2.3093
H -0.9390 -1.6238 2.5507
H 0.5264 -0.5631 1.0721
H 0.8410 1.6018 2.0996
H 1.3632 2.5931 1.1683
O 1.1487 1.7240 1.2612
H 2.1940 0.8571 0.0818
H 3.4623 0.5432 -0.7997
O 3.1260 1.1267 -0.0772
H 2.1028 -0.6791 -1.1015
H 0.9010 -1.8174 -1.4210
O 1.8202 -1.4719 -1.0343
H -0.6777 -1.6523 -2.7886
H -0.7545 -1.2064 -1.3737
O -0.6847 -2.0386 -1.8950
*
```

## Properties
Structure (SMILES)   C/N=C\N.O.O.O.O

Here are the Mulliken charges for atoms 1 to 8, given in e: C -1.0649; N -0.3997; C 0.0886; N -0.3798; H 0.3965; H 0.3077; H 0.3385; H 0.2058

***

The calculated total energy results, record by record, are as follows: -163957.352; -53647.078; -16877.820; -7356.696; -13469.074 eV.
The max |F| results, record by record, are as follows: 2.40; 3.56; 4.24; 0.38; 11.31 eV Å⁻¹.